# 1
A structure of composition C24H26HfN4S2Si at a distorted geometry, computed with ωB97M-V/def2-TZVPD.

Geometry as ORCA input:
```
! wB97M-V def2-TZVPD RIJCOSX def2/J DEFGRID3
* xyz 2 1
Hf -0.2952 -0.0509 1.2003
S -3.3904 -1.5975 4.4649
S 3.0224 -1.6433 4.1060
Si -0.1737 -0.6138 -1.6394
N -1.5915 -1.0756 2.6369
N 3.1993 -0.4664 1.6655
N -3.7227 -0.1071 2.2279
N 1.0699 -1.2229 2.4301
C -1.1552 2.1631 1.0335
C 0.3401 1.6262 2.7232
C -2.8571 2.6829 -3.5188
C -1.0430 -2.2504 -2.4053
C 2.3048 -1.7207 -2.4102
C 0.4897 -1.8507 3.5655
C 3.6301 -1.6598 -2.8459
C 4.3104 -0.4381 -2.8560
C 1.6270 -0.5452 -2.0408
C 1.0912 1.7858 1.5096
C 2.4050 -1.1027 2.5644
C 3.6697 0.7178 -2.4001
C 1.4158 -2.1304 4.5442
C -0.7223 1.5322 -3.3974
C -3.2978 1.9865 -2.3889
C -2.4868 1.0099 -1.8118
C -1.5575 2.4862 -3.9946
C -0.9321 -1.8206 3.6476
C -1.0486 1.8242 2.4176
C -1.7663 -2.1565 4.6944
C -1.1968 0.7781 -2.3139
C 2.3333 0.6655 -1.9969
C -2.8956 -0.8976 2.9333
C 0.1592 2.1454 0.4691
H -2.8721 0.4014 -0.9780
H 4.1321 -2.5639 -3.1898
H 0.2831 1.3575 -3.7913
H 2.9240 -0.4438 0.6804
H 2.1791 1.8103 1.4383
H 5.3406 -0.3859 -3.2089
H -1.1911 3.0552 -4.8480
H 1.7843 -2.6822 -2.3788
H -0.3951 -2.9420 -1.8430
H -0.4601 -1.5535 -3.0971
H -4.2851 2.1813 -1.9709
H -0.5184 -1.2238 -0.2417
H 4.1873 -0.4294 1.8863
H -2.0592 2.5027 0.5312
H -1.9277 -1.9088 -1.8513
H -4.6789 -0.0185 2.5426
H -3.4383 0.2888 1.3375
H 0.7671 1.5306 3.7244
H 1.1340 -2.5366 5.5078
H 1.8366 1.5756 -1.6522
H -1.4013 -2.6545 5.5823
H -1.5256 -2.8207 -3.2185
H -3.5271 3.3813 -4.0236
H 0.4242 2.4689 -0.5381
H -1.8504 1.8842 3.1557
H 4.2027 1.6718 -2.3693
*
```

As for the max |F|: 5.01 eV/Å. For the energy relative to the best compared isomer or geometry (same formula, charge and spin), the calculation gives 272.97 kJ/mol. For the frontier orbital gap (alpha / beta), the calculation gives 0.20307 / 0.20495 Ha. The electronic energy is -2282.453895 a.u.

***

# 2
The molecule C6H8 at a distorted geometry, computed with ωB97M-V/def2-TZVPD.

Geometry as ORCA input:
```
! wB97M-V def2-TZVPD RIJCOSX def2/J DEFGRID3
* xyz 0 1
C 0.2683 -1.0344 0.9454
C -1.9409 2.0793 -0.0480
C 1.2163 -1.9934 1.2479
C -1.0546 1.1653 0.0239
C -0.1858 0.1553 -0.0660
C 0.7073 0.0654 -1.3828
H 1.7311 -0.2193 -1.0022
H -2.9463 1.9559 -0.4574
H 1.1092 -2.5161 2.2289
H 2.2422 -2.0788 0.6409
H -1.5276 3.1048 0.1110
H 0.2142 -0.8016 -1.9435
H -0.5759 -0.9405 1.6682
H 0.7426 1.0580 -1.9663
*
```

As for the max |F|: 4.57 eV/Å. For the energy relative to the best compared isomer or geometry (same formula, charge and spin), the calculation gives 308.86 kJ/mol. The SMILES is C=C=C(C)C=C. For the frontier orbital gap, the calculation gives 0.36037 Ha. The electronic energy is -233.269367 a.u.

***

# 3
The molecule C4H7NO2 at a distorted geometry, computed with ωB97M-V/def2-TZVPD.

Geometry as ORCA input:
```
! wB97M-V def2-TZVPD RIJCOSX def2/J DEFGRID3
* xyz 0 1
O 0.5111 1.5601 -2.0213
O -0.1367 -1.4839 -0.1453
N -0.2094 -1.2229 2.0537
C -0.3692 0.3757 -1.8726
C 0.1217 0.7884 0.5581
C 0.7426 0.6484 -0.9785
C -0.1288 -0.7063 0.7943
H -0.7777 1.3877 0.3798
H 1.6648 0.0703 -1.1173
H 0.5026 1.2179 1.5255
H 0.0128 -2.2094 2.0959
H -0.4078 -0.3806 -2.6635
H -1.3651 0.6369 -1.5070
H -0.1609 -0.6823 2.8982
*
```

As for the max |F|: 1.65 eV/Å. For the energy relative to the best compared isomer or geometry (same formula, charge and spin), the calculation gives 259.38 kJ/mol. The SMILES is NC(=O)C[C@H]1CO1. For the frontier orbital gap, the calculation gives 0.38294 Ha. The electronic energy is -361.782066 a.u.

***

# 4
A cluster of 3 separate species, C6H18O3 in total at a distorted geometry, computed with ωB97M-V/def2-TZVPD.

Geometry as ORCA input:
```
! wB97M-V def2-TZVPD RIJCOSX def2/J DEFGRID3
* xyz 0 1
O -22.3610 10.3888 19.2731
O -23.1402 14.1020 10.6473
O -22.7327 13.6938 12.7759
C -22.5292 14.3377 14.0070
C -21.6491 11.4100 17.2977
C -23.0721 16.1910 11.8975
C -23.0495 13.4562 15.0477
C -23.5725 15.4969 10.5820
C -22.0883 11.6378 18.6653
H -24.6427 15.6814 10.6754
H -23.5085 15.7907 12.8126
H -21.3357 12.1837 19.2343
H -21.4524 14.3923 14.1671
H -22.7907 13.6665 16.0854
H -21.7032 12.3323 16.7195
H -22.0080 16.1251 12.1243
H -22.6998 14.3459 12.0722
H -20.6107 11.1039 17.1707
H -22.6359 12.4647 14.8632
H -23.2697 17.2623 11.9336
H -22.9576 12.2777 18.8165
H -24.1195 13.2486 15.0369
H -23.2908 15.9654 9.6391
H -22.1553 10.5325 16.8954
H -23.5831 13.6595 9.9195
H -21.5120 9.9538 19.3804
H -23.0547 15.2920 13.9713
*
```

As for the max |F|: 3.85 eV/Å. For the energy relative to the best compared isomer or geometry (same formula, charge and spin), the calculation gives 306.44 kJ/mol. The SMILES is CCO.CCO.CCO. For the frontier orbital gap, the calculation gives 0.37879 Ha. The electronic energy is -464.993153 a.u.

***

# 5
A structure of composition C19H24ClNV at a distorted geometry, computed with ωB97M-V/def2-TZVPD.

Geometry as ORCA input:
```
! wB97M-V def2-TZVPD RIJCOSX def2/J DEFGRID3
* xyz 2 2
V -0.8999 -0.0170 1.5705
Cl 1.7787 1.2347 -2.7383
N -1.5189 -1.8726 2.1360
C -1.2179 -2.9658 1.4035
C 1.4690 -0.0240 1.8153
C 2.7112 1.6265 -4.2408
C -3.1186 0.4531 1.6271
C 4.1373 1.0731 -4.1036
C 0.0262 0.0129 3.6468
C -2.9049 -0.2790 0.3965
C 0.8946 -0.8245 2.8473
C 0.9842 1.3184 1.9692
C -2.2538 -1.9896 3.2630
C -1.6558 -4.2261 1.7988
C -2.0463 0.4910 -0.4429
C -2.4188 -4.3639 2.9670
C -1.7345 1.7154 0.2387
C 2.7531 3.1519 -4.4129
C 2.0101 0.9791 -5.4442
C -2.7177 -3.2162 3.7053
C 0.0963 1.3413 3.1073
C -2.4016 1.6918 1.5182
H 3.3126 3.3912 -5.3182
H 4.6974 1.3117 -5.0090
H -3.4111 -1.1933 0.0879
H 1.1785 -1.8531 3.0655
H -2.4401 2.5016 2.2466
H 2.5694 1.2175 -6.3499
H -0.6213 -2.7972 0.4953
H -1.8425 0.2623 -1.4903
H 1.7450 3.5696 -4.5068
H 1.9653 -0.1103 -5.3411
H -3.3018 -3.1846 4.6284
H 1.4117 2.1915 1.4672
H 4.1333 -0.0146 -3.9756
H 3.2457 3.6349 -3.5624
H 0.9876 1.3541 -5.5590
H -1.3707 -5.0507 1.1522
H -1.2763 2.5892 -0.2358
H 2.2845 -0.3453 1.1651
H -3.7833 0.1649 2.4478
H -2.4700 -1.0612 3.8103
H 4.6573 1.5165 -3.2478
H -0.3687 2.2211 3.5518
H -0.5030 -0.2849 4.5569
H -2.7715 -5.3412 3.2929
*
```

As for the max |F|: 1.50 eV/Å. For the energy relative to the best compared isomer or geometry (same formula, charge and spin), the calculation gives 0.00 kJ/mol. For the frontier orbital gap (alpha / beta), the calculation gives 0.21689 / 0.23767 Ha. The electronic energy is -2196.752375 a.u. As for the expectation value of S²: 0.82.

***

# 6
The ion C5H10N5O with charge +1 at a distorted geometry, computed with ωB97M-V/def2-TZVPD.

Geometry as ORCA input:
```
! wB97M-V def2-TZVPD RIJCOSX def2/J DEFGRID3
* xyz 1 1
O -1.7210 1.2884 1.8891
N 0.6956 -0.9372 -0.5271
N 2.8863 0.2418 -3.1663
N -2.9350 -0.7654 2.2187
N 1.3940 1.1776 -1.9028
N -0.6173 -0.8933 1.4529
C 1.3890 -0.1782 -1.5202
C 2.3871 1.3808 -2.7708
C -0.1087 -0.4248 0.3768
C 2.3102 -0.6911 -2.3918
C -1.7427 -0.0621 2.2798
H -0.4034 0.6160 0.1263
H -3.3009 -0.9884 1.2489
H 0.9247 -1.9054 -0.6493
H 2.4728 2.1847 -3.4064
H -3.6489 -0.2671 2.8125
H 2.7465 -1.7354 -2.2228
H -0.4970 -1.8100 1.6092
H -1.7496 1.9114 2.6476
H -1.3515 -0.0917 3.4053
H 0.8697 1.9494 -1.5096
*
```

As for the max |F|: 4.95 eV/Å. For the energy relative to the best compared isomer or geometry (same formula, charge and spin), the calculation gives 272.23 kJ/mol. The SMILES is N[C@H](O)/[NH+]=C/Nc1cnc[nH]1. For the frontier orbital gap, the calculation gives 0.32799 Ha. The electronic energy is -545.256877 a.u.

***

# 7
A structure of composition C4H7CuO3 at a distorted geometry, computed with ωB97M-V/def2-TZVPD.

Geometry as ORCA input:
```
! wB97M-V def2-TZVPD RIJCOSX def2/J DEFGRID3
* xyz 1 2
Cu 2.3386 -2.6924 0.5687
O -0.1802 0.7687 -0.9310
O 1.8568 -0.9660 -0.8957
O -0.0349 -1.8264 -0.2253
C 0.6492 -0.9179 -0.8751
C 0.1276 1.9217 -0.4460
C -1.4732 -1.8968 -0.2882
C 0.5162 2.1039 0.9757
H -1.7553 -2.7283 0.3620
H -0.2285 2.7906 -1.0225
H -1.7914 -2.0798 -1.3188
H 0.0026 1.3867 1.6328
H 1.6022 1.9692 1.0890
H 0.2685 3.1302 1.2812
H -1.8981 -0.9634 0.0931
*
```

As for the max |F|: 4.27 eV/Å. For the energy relative to the best compared isomer or geometry (same formula, charge and spin), the calculation gives 174.78 kJ/mol. For the frontier orbital gap (alpha / beta), the calculation gives 0.23160 / 0.33398 Ha. The electronic energy is -2022.407496 a.u. As for the expectation value of S²: 0.76.

***

# 8
The molecule C2H6N4O at a distorted geometry, computed with ωB97M-V/def2-TZVPD.

Geometry as ORCA input:
```
! wB97M-V def2-TZVPD RIJCOSX def2/J DEFGRID3
* xyz 0 1
O 3.1811 0.2098 -0.0741
N -0.0761 -0.6079 -0.2728
N 2.1465 -0.1726 -0.5831
N 1.1523 -0.4082 0.2984
N -0.6112 -1.8530 0.0810
C -0.9177 0.5269 -0.4214
C -0.7085 1.7601 0.0167
H -1.2575 -1.8051 0.8671
H -1.0479 -2.2850 -0.7261
H 1.2591 -0.1960 1.3029
H -1.4857 2.4987 -0.0492
H 0.2506 2.0952 0.3714
H -1.8849 0.2371 -0.8107
*
```

As for the max |F|: 1.52 eV/Å. For the energy relative to the best compared isomer or geometry (same formula, charge and spin), the calculation gives 539.58 kJ/mol. The SMILES is C=CN(N)NN=O. For the frontier orbital gap, the calculation gives 0.36732 Ha. The electronic energy is -373.904853 a.u.

***

# 9
A structure of composition C37H44AsClINO3S4SeW at a distorted geometry, computed with ωB97M-V/def2-TZVPD.

Geometry as ORCA input:
```
! wB97M-V def2-TZVPD RIJCOSX def2/J DEFGRID3
* xyz 0 1
W 0.0616 -1.8601 -1.9787
I 0.2957 -5.3126 1.6875
Se -2.0124 -1.2926 -0.5334
As 0.7843 -3.8418 -3.4008
Cl 5.8329 -5.2258 0.1652
S 1.2149 -5.4105 -4.7767
S -2.1174 -1.8507 -3.4426
S -1.7035 -3.6810 -2.6353
S 0.8272 -1.8937 -4.3872
O 0.3753 -3.2374 -0.6421
O 0.7622 -0.8523 -0.3021
O -0.0599 -0.0940 -2.4352
N 2.4071 -1.9666 -1.8728
C 0.4186 -0.7184 3.3428
C 3.2748 -1.6620 2.1485
C 4.7276 -1.7547 -2.4059
C 4.2516 -4.5711 -0.0052
C 1.9104 -4.6148 0.5557
C -0.9325 2.1556 -2.6746
C 4.0389 -3.4946 -0.8950
C 1.6137 -3.6215 -0.3647
C -4.2530 4.7816 -2.3602
C 3.2076 -5.1006 0.7178
C -4.2629 3.5835 -1.4036
C -1.5630 -1.1784 4.8838
C -0.9587 0.8579 -2.1292
C 5.0514 -2.8265 -1.6123
C 1.5134 2.4851 -2.5462
C 2.5737 -0.2944 2.1331
C -2.6551 -2.2561 4.8601
C 0.4476 1.7871 -4.7327
C -5.5961 2.8484 -1.5841
C -0.9273 -1.0188 3.5115
C -2.2070 0.1647 5.2502
C 3.0025 0.4778 3.3939
C -2.0247 2.9759 -2.4457
C -1.0779 -0.9985 1.1351
C 2.7071 -3.0255 -1.0644
C -4.1387 4.1249 0.0260
C -1.6983 -1.1097 2.3626
C 3.0360 0.5243 0.9197
C 3.3921 -1.3479 -2.5001
C -0.5297 -1.5622 5.9496
C 0.3049 -0.7994 0.9602
C -3.1053 2.6277 -1.6427
C 0.1758 4.0957 -3.8760
C -3.0579 1.3951 -1.0055
C 1.0690 -0.5724 2.1210
C -2.0072 0.5263 -1.2590
C 0.2839 2.6255 -3.4595
H 0.0589 -2.4164 5.6234
H 6.0732 -3.1581 -1.5115
H -3.0083 0.3972 4.5522
H 3.1474 -2.1624 1.1936
H 0.0299 4.7433 -3.0140
H -0.6454 4.2470 -4.5724
H 1.0165 -0.6040 4.2268
H -6.4137 3.5555 -1.4788
H 4.1212 0.4800 0.8256
H 1.0979 4.4014 -4.3661
H 3.0391 -0.1707 4.2660
H -1.4730 0.9662 5.2102
H 3.3947 -5.9025 1.4140
H 1.4340 3.1839 -1.7145
H 2.8409 -2.2911 2.9241
H 2.6049 0.1507 -0.0055
H -2.6222 0.1232 6.2540
H -5.6528 2.4071 -2.5762
H -1.0365 -1.8370 6.8711
H 1.3634 2.0626 -5.2565
H 2.7381 1.5652 1.0331
H -3.0120 -2.4406 5.8700
H 4.0026 0.8781 3.2415
H -2.2704 -3.1897 4.4587
H -0.4005 1.9458 -5.3979
H -4.9136 4.8633 0.2151
H -2.7638 -1.2782 2.3886
H -3.8357 1.0710 -0.3278
H 0.1365 -0.7355 6.1828
H 4.3417 -1.5593 2.3387
H -3.4068 5.4396 -2.1705
H 1.5888 1.4763 -2.1383
H 5.4822 -1.2261 -2.9646
H -2.0381 3.9324 -2.9320
H -4.2291 3.3248 0.7545
H -4.2387 4.4607 -3.3991
H 2.3313 1.3092 3.5985
H 3.0997 -0.5146 -3.1318
H -5.7352 2.0612 -0.8491
H -3.1708 4.6052 0.1536
H -5.1579 5.3635 -2.2010
H 0.4931 0.7231 -4.5074
H 2.4257 2.7032 -3.0991
H -3.5104 -1.9451 4.2673
*
```

As for the max |F|: 4.24 eV/Å. For the energy relative to the best compared isomer or geometry (same formula, charge and spin), the calculation gives 50.70 kJ/mol. For the frontier orbital gap, the calculation gives 0.22342 Ha. The electronic energy is -8771.828163 a.u.

***

# 10
A cluster of 2 separate species, C6H8BrNO in total at a distorted geometry, computed with ωB97M-V/def2-TZVPD.

Geometry as ORCA input:
```
! wB97M-V def2-TZVPD RIJCOSX def2/J DEFGRID3
* xyz 0 1
Br -2.2139 -0.2261 2.2385
O 0.2982 2.9841 0.8253
N -0.0967 0.8061 0.1410
C -0.5341 -1.4612 -0.8176
C 0.5166 -0.4608 -0.2667
C -0.8338 3.0959 1.4522
C 0.5805 1.8326 0.2466
C -1.7089 3.5599 2.1573
C 1.7701 -0.8752 -0.2916
H -0.1304 -2.2464 -1.4323
H -1.0646 -2.0867 -0.0464
H -1.2551 0.2598 1.2907
H -1.4445 -1.0436 -1.2376
H 2.5778 -0.1355 -0.1250
H -2.3172 3.9720 2.8660
H 1.6245 1.7952 -0.2609
H 2.0084 -1.7897 -0.8579
*
```

As for the max |F|: 5.16 eV/Å. For the energy relative to the best compared isomer or geometry (same formula, charge and spin), the calculation gives 289.86 kJ/mol. The SMILES is C#CO/C=N/C(=C)C.Br. For the frontier orbital gap, the calculation gives 0.36599 Ha. The electronic energy is -2937.267744 a.u.

***

# 11
A cluster of 2 separate species, Cl2H3N3 in total at a distorted geometry, computed with ωB97M-V/def2-TZVPD.

Geometry as ORCA input:
```
! wB97M-V def2-TZVPD RIJCOSX def2/J DEFGRID3
* xyz 0 1
Cl -2.5633 -1.7757 -1.1005
Cl 3.1486 0.2073 1.5868
N -1.0003 -1.3063 -0.5675
N -0.7447 -0.0806 -0.4920
N 0.3097 0.3231 -0.0019
H 0.3666 1.4312 0.1134
H 2.0110 0.4875 1.2503
H -1.5277 0.7135 -0.7886
*
```

As for the max |F|: 5.69 eV/Å. For the energy relative to the best compared isomer or geometry (same formula, charge and spin), the calculation gives 80.48 kJ/mol. For the frontier orbital gap, the calculation gives 0.34092 Ha. The electronic energy is -1086.299549 a.u.

***

# 12
The molecule C7H10BNO at a distorted geometry, computed with ωB97M-V/def2-TZVPD.

Geometry as ORCA input:
```
! wB97M-V def2-TZVPD RIJCOSX def2/J DEFGRID3
* xyz 0 1
O 3.1793 -0.6191 0.9081
N -3.4890 0.1656 1.1482
C -0.6317 -0.3580 -0.5360
C -3.2441 -1.1658 0.5252
C -2.4243 1.1883 0.9427
C -1.0017 1.1215 0.1522
C 2.4705 0.6120 0.4257
C 1.9943 0.4362 -1.1531
C -1.8618 -1.4448 -0.2853
B 0.7670 -0.6771 -1.3411
H -0.2587 2.0453 0.0592
H -1.7245 -2.5300 -0.7532
H 1.6287 1.4594 -1.5899
H 3.2634 1.4863 0.5182
H -2.6467 2.2467 1.4530
H 1.5918 0.8910 1.1538
H 0.9522 -1.6394 -1.9954
H 2.9274 -0.0176 -1.7193
H 2.5425 -1.1605 1.4637
H -4.0348 -2.0399 0.6235
*
```

As for the max |F|: 5.70 eV/Å. For the energy relative to the best compared isomer or geometry (same formula, charge and spin), the calculation gives 857.15 kJ/mol. The SMILES is OCCBc1ccncc1. For the frontier orbital gap, the calculation gives 0.28872 Ha. The electronic energy is -427.287880 a.u.